No. 1
DFT (ωB97M-V/def2-TZVPD) results for a structure of composition C19H30Br6Cl6CuO8.

## Properties
Total charge: -1
Molecular weight, g/mol: 1142.129
Orbital gap (spin up / spin down), Ha: 0.115 / 0.223
<S²>: 2.017
Multiplicity: 3
HOMO level (spin up / spin down), eV: -1.310 / -5.811
Calculated total energy, Ha: -21189.467883

```
70
Properties=species:S:1:pos:R:3:lowdin_charge:R:1
Cu -0.1078 1.4976 2.3414 0.6033
O 1.0129 0.1281 0.9181 -0.3859
C 0.0476 -0.4775 -0.0049 -0.2976
C -1.5009 -0.5280 0.5799 -0.2288
O -1.8858 0.5638 1.4496 -0.1591
H 0.4480 -1.4579 -0.2629 0.0661
H 0.0850 0.0331 -0.9671 0.0465
H -1.6203 -1.4322 1.1767 0.0612
H -2.1850 -0.7732 -0.2325 0.0979
O 2.3656 0.9277 -6.6791 0.0537
C 2.6770 0.7087 -5.4867 -0.4758
O 1.9314 1.1291 -4.4580 -0.0434
C 2.4302 0.7109 -3.1996 -0.1661
C 3.4986 -0.3591 -3.5456 -0.1683
C 3.8583 -0.0702 -4.9780 -0.0826
H 1.7279 0.2472 -2.5069 0.0990
H 2.7504 1.5219 -2.5454 0.1240
H 2.9341 -1.2818 -3.4107 0.1135
H 4.3549 -0.3946 -2.8721 0.0465
H 4.2313 -0.9344 -5.5276 0.1297
H 4.6265 0.6988 -5.0582 0.1320
O -0.1230 3.3359 1.2346 0.0331
C -0.5121 4.0411 0.2724 -0.3929
O -0.9870 5.2756 0.4632 0.0653
C -1.3497 5.8377 -0.8017 -0.1476
C -1.6220 4.6045 -1.6301 -0.1787
C -0.6078 3.5881 -1.1457 -0.0596
H -0.5243 6.4078 -1.2282 0.1245
H -2.2314 6.4758 -0.7419 0.1326
H -1.6802 4.8023 -2.7004 0.1147
H -2.6361 4.3069 -1.3635 0.0939
H 0.3557 3.7657 -1.6235 0.1386
H -0.9745 2.5726 -1.2958 0.1182
O -0.0493 0.2214 4.1809 0.0778
C 0.1843 -0.9465 4.4725 -0.4014
O 0.6798 -1.2687 5.6856 0.0442
C 0.7590 -2.6699 5.8342 -0.1626
C -0.2954 -3.2875 4.8805 -0.1213
C -0.1943 -2.2115 3.7899 -0.0762
H 0.5001 -2.8612 6.8756 0.1244
H 1.7576 -3.0690 5.6562 0.1210
H -1.2853 -3.5324 5.2656 0.1101
H 0.0800 -4.2574 4.5543 0.1112
H -1.0781 -2.0583 3.1707 0.1122
H 0.6139 -2.5530 3.1432 0.0856
C 2.5037 -3.2637 0.9094 -1.1071
Cl 2.9303 -4.8432 0.3360 0.5387
Cl 3.2204 -2.9891 2.4418 0.5864
H 2.8150 -2.4689 0.2315 -0.0135
H 1.4172 -3.3216 0.9736 0.0186
C -4.5272 -3.4732 1.7380 -1.0584
Cl -3.3534 -4.5667 2.5712 0.4395
Cl -6.1417 -3.8103 2.3013 0.5157
H -4.1715 -2.4485 1.8453 0.0002
H -4.4239 -3.6889 0.6746 0.0211
C 4.6422 0.1416 1.2842 -0.9644
Cl 6.1255 1.0828 1.5939 0.4767
Cl 4.7505 -0.6366 -0.3347 0.5449
H 4.5955 -0.5945 2.0867 -0.0150
H 3.8097 0.8452 1.2889 0.0234
C -1.6764 0.1353 -3.9830 -1.4296
Br -1.3541 1.9659 -4.6855 0.5291
Br -0.4470 -1.1297 -4.9090 0.5577
Br -3.6067 -0.2880 -4.3701 0.4588
H -1.5008 0.1543 -2.9075 -0.0435
C -5.1120 1.2521 -0.0391 -1.5773
Br -4.5304 1.8046 -1.8961 0.2666
Br -5.8151 -0.5741 -0.0721 0.3720
Br -6.4450 2.4783 0.7404 0.3091
H -4.1653 1.2590 0.5010 -0.0828
```


No. 2
DFT (ωB97M-V/def2-TZVPD) results for a structure of composition C19H30CeN3OPSi.

## Properties
Molecular weight, g/mol: 515.645
Orbital gap (spin up / spin down), Ha: 0.165 / 0.165
HOMO level (spin up / spin down), eV: -5.878 / -5.876
Calculated total energy, Ha: -2087.282141

```
56
Properties=species:S:1:pos:R:3:lowdin_charge:R:1
Ce -0.0494 -0.1722 0.4509 0.9245
Si 0.5341 -1.6919 -2.1548 0.5476
P 0.7172 0.8957 -2.4202 0.6072
N -1.9519 0.0739 -0.3808 -0.2525
H 2.7864 0.8650 0.1803 0.1108
C 0.9288 2.7272 -2.1966 -0.2884
H 1.1714 3.2063 -3.1477 0.0318
H 1.7300 2.9421 -1.4970 0.0249
H 0.0107 3.1793 -1.8267 0.0378
C 2.1665 0.6320 -3.5284 -0.2737
H 2.1257 1.3936 -4.3312 0.0490
H 2.1692 -0.3717 -3.9944 0.0302
H 3.0998 0.7699 -2.9469 0.0512
C -0.6835 0.9604 -3.5628 -0.2882
H -0.4434 1.6137 -4.4193 0.0558
H -1.5570 1.3703 -3.0412 0.0485
H -0.9510 -0.0322 -3.9453 0.0172
C 2.0958 -2.8688 -1.9861 -0.2937
H 2.4125 -3.0636 -0.9422 0.0129
H 2.9803 -2.5424 -2.5602 0.0108
H 1.7224 -3.8113 -2.4294 0.0054
H -0.4603 -2.2107 -1.1771 -0.0859
H 0.1398 -1.9701 -3.5724 -0.0438
C -3.2646 0.0493 -0.6681 -0.4386
C -5.4631 0.9244 -0.2923 -0.1287
C -4.1043 1.0270 -0.0845 -0.0686
C -3.8181 -0.9438 -1.5129 -0.0483
C -5.1812 -0.9841 -1.6715 -0.1256
C -6.0481 -0.0809 -1.0636 -0.1200
H -6.1531 1.6150 0.1452 0.0849
H -3.6968 1.8514 0.4939 0.0941
H -3.1106 -1.6201 -1.9936 0.1005
H -5.5687 -1.7639 -2.2909 0.0881
H -7.1338 -0.1687 -1.2499 0.0998
C 3.0825 0.0177 0.9025 -0.6859
O 2.1623 -0.9528 0.7822 -0.3692
C 3.3042 0.8173 2.1901 -0.0376
H 4.2838 1.3224 2.2729 0.0960
H 3.1045 0.3003 3.1089 0.0446
H 2.5674 1.5996 2.2151 0.0645
C 4.3522 -0.2696 0.2104 -0.0685
H 4.8163 0.6902 0.0148 0.0812
H 4.0409 -0.7820 -0.7116 0.0791
H 4.9715 -0.9332 0.8513 0.0998
N 2.7371 -0.9787 6.2152 0.1745
C 1.7665 -0.7185 5.6076 -0.1483
C 0.5400 -0.4497 4.8628 -0.1795
C -0.6858 -0.1163 5.4879 0.0307
C -1.8380 0.1299 4.7036 0.0003
C -1.7112 0.0248 3.3059 -0.0603
N -0.5644 -0.4320 2.7505 -0.1072
C 0.5467 -0.6444 3.5021 -0.0646
H -0.7035 -0.1100 6.5856 0.1324
H -2.7832 0.3624 5.1765 0.1142
H -2.5439 0.2909 2.6590 0.1216
H 1.4027 -0.9684 2.9240 0.1051
```


No. 3
DFT (ωB97M-V/def2-TZVPD) results for a cluster of 3 separate species, C19H30F16NO4SSi in total.

## Properties
Total charge: +1
Molecular weight, g/mol: 700.573
Orbital gap, Ha: 0.368
HOMO level, eV: -12.799
Calculated total energy, Ha: -3383.013631

```
72
Properties=species:S:1:pos:R:3:lowdin_charge:R:1
C 2.3617 -2.1677 5.4071 -0.0401
N 1.7303 -3.1321 4.5074 -0.1409
C 2.1528 -4.4884 4.8803 -0.0332
C 0.3705 -3.0059 4.4811 -0.5927
O -0.3684 -3.7697 4.9408 0.1627
C -0.1916 -1.8035 3.7633 -0.2658
S -0.8337 -2.2581 2.1519 1.1966
C -2.2628 -3.3475 2.4012 -0.2890
C -3.2492 -2.6594 3.3489 -0.3706
O -4.5190 -3.2023 3.1890 -0.1893
Si -5.3061 -3.3288 4.7085 0.4857
C -5.1407 -1.6842 5.6289 -0.1407
C -4.4643 -4.7451 5.6187 -0.1357
C -7.1266 -3.6755 4.5069 -0.1536
H 3.4291 -2.2591 5.3748 0.0923
H 2.0661 -2.2968 6.4440 0.1071
H 2.1436 -1.1466 5.1310 0.0869
H 3.2215 -4.4650 4.9751 0.0901
H 1.7392 -4.7989 5.8277 0.0973
H 1.9151 -5.1892 4.1046 0.0943
H 0.5984 -1.0955 3.5618 0.0960
H -0.9074 -1.2734 4.3609 0.1112
H -1.3801 -1.1072 1.6997 0.0065
H -2.7133 -3.5963 1.4561 0.1110
H -1.8632 -4.2215 2.8887 0.0945
H -2.8291 -2.7670 4.3468 0.0931
H -3.2837 -1.5972 3.1167 0.1155
H -5.9465 -1.5150 6.3177 0.0364
H -4.1861 -1.6954 6.1353 0.0233
H -5.0782 -0.9063 4.8807 0.0314
H -5.1467 -5.3820 6.1537 0.0335
H -3.9769 -5.3610 4.8746 0.0307
H -3.6858 -4.3449 6.2540 0.0276
H -7.3631 -4.4845 3.8321 0.0339
H -7.5036 -3.9441 5.4849 0.0369
H -7.6668 -2.7896 4.2072 0.0322
C -0.5781 0.7822 -2.3972 -0.0431
C -0.9143 0.3842 -0.9539 -0.4392
C -1.2479 1.5231 0.0014 -0.2750
F -0.2025 2.3476 0.1568 0.1111
F -1.5400 0.9806 1.2323 0.0482
F 0.0890 -0.3634 -0.4323 0.1078
F -2.0158 -0.4223 -1.0009 0.1005
O 0.7950 0.8619 -2.6979 0.0584
C 1.4569 2.0423 -2.4401 -0.5267
C 2.6007 1.8277 -1.4520 -0.2745
F 2.1102 1.3748 -0.2728 0.0875
F 3.2250 2.9994 -1.2248 0.1156
F 0.6017 2.9925 -2.0160 0.1484
F 1.9807 2.4678 -3.6100 0.1462
H -0.9513 -0.0249 -3.0257 0.1560
H -1.1210 1.6734 -2.7105 0.1540
H -2.1152 2.0911 -0.3425 0.1832
H 3.3169 1.1014 -1.8423 0.1803
C 3.6924 6.1129 -7.1863 -0.0441
C 5.0654 5.8102 -7.8017 -0.4451
C 5.0458 5.2304 -9.2142 -0.2962
F 4.4120 4.0356 -9.2297 0.0871
F 6.3179 5.0341 -9.6340 0.1006
F 5.7625 5.0021 -6.9734 0.1342
F 5.7397 6.9918 -7.8669 0.1100
O 3.1861 5.1245 -6.3108 0.0522
C 2.4809 4.0772 -6.8453 -0.5390
C 3.1586 2.7479 -6.5261 -0.2836
F 4.3935 2.7066 -7.0678 0.1022
F 2.4391 1.7279 -7.0552 0.0992
F 2.2935 4.2306 -8.1700 0.1424
F 1.2567 4.0757 -6.2632 0.1406
H 3.8325 6.9905 -6.5582 0.1501
H 2.9619 6.4037 -7.9402 0.1477
H 4.5510 5.9126 -9.9116 0.1756
H 3.2432 2.6039 -5.4508 0.1520
```


The highest molecular weight belongs to which entry? C19H30Br6Cl6CuO8